No. 1
Density functional theory data (ωB97M-V/def2-TZVPD) for a 2-piece molecular cluster, C3HN3O overall in a non-equilibrium geometry.

net charge = 0
energy relative to the best compared isomer or geometry (same formula, charge and spin) = 443.8 kJ/mol

Positions of all 8 atoms, in Å:
C -3.0345 0.7183 1.2998
C -3.0951 1.2990 -0.9997
C -2.3319 0.6248 0.0354
N -3.6575 0.8184 2.2534
N -3.6937 1.8308 -1.8169
N 0.9621 0.0465 0.7590
O -1.2707 0.0791 -0.1536
H 1.2499 -0.4207 -0.1045

Force components x, y, z for each atom (eV/Å):
0.299 -0.293 0.306
0.262 0.004 -0.467
0.986 -0.384 -0.260
-0.235 0.043 0.427
-0.248 0.189 -0.258
0.308 0.287 0.620
-1.443 0.392 0.048
0.070 -0.237 -0.416

---

No. 2
Density functional theory data (ωB97M-V/def2-TZVPD) for C33H21N11PtS as an isolated structure in a non-equilibrium geometry.

<S²> = 6.068
net charge = +2
energy relative to the best compared isomer or geometry (same formula, charge and spin) = 69.5 kJ/mol
2S+1 = 5

Positions of all 67 atoms, in Å:
Pt 0.3774 -0.1551 0.1430
C -4.7598 3.7481 1.5265
C -4.5979 3.2491 2.8216
C -3.6207 2.3096 3.1206
C -2.8021 1.8787 2.0879
C -1.7351 0.9040 2.0254
N -1.2247 0.8868 0.7516
C -1.9773 1.7195 -0.0332
N -1.9054 1.7391 -1.3593
C -0.9057 1.2422 -2.0328
C -1.1122 0.6248 -3.3140
C -2.3538 0.7898 -3.9452
C -2.6340 0.2015 -5.1570
C -1.6863 -0.6247 -5.7871
C -0.4822 -0.8722 -5.1942
C -0.1517 -0.2594 -3.9464
C 0.9904 -0.6114 -3.3090
N 2.0507 -0.8037 -2.7813
C 2.5557 -1.4149 -1.6805
N 1.9243 -1.3468 -0.4766
C 2.6318 -2.1656 0.3869
N 2.2533 -2.5529 1.5827
C 1.1979 -2.1379 2.2261
N 0.3786 -1.0921 1.8735
C -0.5300 -0.8806 2.9001
N -1.4204 0.0654 2.9916
C -0.3260 -1.8964 3.9146
C -1.0208 -2.1795 5.0759
C -0.6267 -3.3043 5.7931
C 0.4427 -4.0913 5.3757
C 1.1591 -3.7870 4.2226
C 0.7486 -2.6870 3.4930
C 3.8019 -2.6718 -0.2933
C 4.8301 -3.4975 0.1269
C 5.8060 -3.8325 -0.8025
C 5.7402 -3.3761 -2.1210
C 4.7111 -2.5551 -2.5517
C 3.7479 -2.1911 -1.6148
N 0.4491 1.3130 -1.5024
C -2.9662 2.3799 0.7823
C -3.9486 3.3160 0.4873
H -5.5404 4.4716 1.3328
H -5.2584 3.5947 3.6054
H -3.4996 1.9261 4.1247
H -3.0847 1.4144 -3.4521
H -3.5913 0.3735 -5.6283
H -1.9144 -1.0778 -6.7418
H 0.2446 -1.5274 -5.6541
H -1.8395 -1.5528 5.4012
H -1.1664 -3.5806 6.6888
H 0.7132 -4.9634 5.9551
H 1.9971 -4.3887 3.8984
H 4.8654 -3.8623 1.1443
H 6.6317 -4.4637 -0.5038
H 6.5041 -3.6803 -2.8236
H 4.6565 -2.2211 -3.5794
H -4.0884 3.6759 -0.5247
N 0.7951 2.4886 -0.7421
N 0.3101 3.6875 -1.2510
C -0.2107 4.5558 -0.3734
N -0.8088 5.6452 -0.8231
S -0.0414 4.2316 1.2740
H 1.8054 2.5093 -0.6603
H 1.1025 1.2288 -2.2765
H 0.4686 3.9592 -2.2158
H -0.9126 5.8368 -1.8087
H -1.1469 6.3386 -0.1724

Force components x, y, z for each atom (eV/Å):
0.399 -0.142 -0.364
0.044 -0.025 -0.095
0.034 -0.038 0.108
-0.028 -0.013 0.071
-0.045 0.208 -0.332
0.173 -0.086 -0.503
-0.124 0.208 0.122
0.142 -0.009 0.374
0.368 -0.220 -0.418
-0.769 0.666 0.458
0.274 -0.174 -0.471
0.134 0.069 0.115
-0.067 -0.009 -0.057
0.023 0.006 0.055
0.076 -0.041 -0.022
-0.287 0.265 0.176
-0.163 -0.558 -0.018
0.555 0.702 -0.494
-0.144 -0.328 0.516
0.065 -0.127 0.099
-0.251 0.280 -0.430
0.046 -0.378 0.647
0.368 0.294 -0.521
-0.296 -0.230 0.045
-0.051 0.487 -0.431
-0.074 -0.231 0.617
0.265 -0.406 0.156
0.039 0.111 -0.103
-0.018 -0.001 0.045
0.005 -0.036 0.010
0.106 0.082 -0.143
-0.408 0.026 0.396
-0.002 0.103 -0.201
0.023 -0.038 0.038
-0.034 -0.011 0.121
-0.031 0.043 -0.120
-0.016 -0.008 -0.072
0.009 -0.099 0.186
-0.252 -0.229 0.477
0.084 -0.057 0.258
-0.026 0.028 -0.067
-0.004 -0.011 -0.004
0.018 0.018 0.001
-0.020 -0.032 -0.015
-0.032 0.013 -0.040
-0.006 0.000 0.021
0.000 -0.008 0.002
-0.024 -0.006 -0.019
-0.034 -0.037 -0.008
0.024 0.024 0.017
0.023 0.019 0.014
-0.023 -0.029 0.000
0.009 -0.012 -0.008
-0.014 -0.018 -0.007
0.018 0.023 0.014
0.027 0.023 0.010
-0.025 0.007 0.018
-0.227 0.363 0.155
0.059 0.149 -0.321
-0.242 0.137 -0.958
0.152 -0.013 0.294
-0.011 -0.361 0.585
0.112 -0.174 -0.014
0.140 -0.151 0.125
-0.021 -0.040 -0.026
-0.032 -0.021 0.004
-0.009 0.053 -0.068

---

No. 3
Density functional theory data (ωB97M-V/def2-TZVPD) for a 14-piece molecular cluster, C44H61N9O15 overall in a non-equilibrium geometry.

net charge = 0
energy relative to the best compared isomer or geometry (same formula, charge and spin) = 0.0 kJ/mol

Positions of all 129 atoms, in Å:
C -5.7307 1.0705 -4.5007
C -5.6645 1.4100 -3.0248
C -6.6900 2.3919 -2.4443
O -7.0964 1.8103 -1.0897
C -6.7395 0.5246 -1.1848
O -7.0887 -0.2882 -0.3918
O -6.1130 0.2134 -2.3204
H -6.6338 0.5484 -4.7678
H -4.9082 0.3305 -4.5232
H -5.5041 1.8398 -5.1728
H -4.6102 1.6360 -2.6638
H -7.6097 2.4248 -3.0375
H -6.3473 3.3899 -2.2406
C -5.9810 -3.1426 1.6525
C -5.5049 -1.7408 1.7909
C -6.4485 -0.8936 2.6647
O -5.7282 -0.9065 3.9104
C -4.4507 -1.2580 3.7598
O -3.6016 -1.0916 4.5984
O -4.2149 -1.6756 2.5131
H -6.0330 -3.6043 2.6461
H -5.3060 -3.7415 0.9960
H -6.9961 -3.2083 1.2267
H -5.3316 -1.2728 0.8202
H -7.3148 -1.5436 2.7958
H -6.7599 0.1294 2.4090
C 2.8140 -0.6146 -4.7747
C 3.4217 -1.6935 -3.8594
C 4.3334 -1.1152 -2.8019
O 4.3575 -2.1409 -1.8476
C 3.1679 -2.7914 -1.9252
O 2.7389 -3.5223 -1.1398
O 2.4641 -2.4598 -3.0688
H 2.3542 0.1431 -4.0866
H 2.0312 -1.1211 -5.3171
H 3.5534 -0.2711 -5.4680
H 3.8603 -2.4532 -4.4897
H 3.9168 -0.1687 -2.3852
H 5.3616 -0.8644 -3.1155
C 6.7710 2.2541 1.3954
C 5.6359 1.4620 0.7917
C 4.2983 2.1618 0.8531
O 4.0570 2.6022 -0.5115
C 4.8452 1.9569 -1.2889
O 4.7494 1.9506 -2.4911
O 5.7884 1.2661 -0.6393
H 6.6822 3.3219 1.2343
H 7.7438 1.8292 1.1133
H 6.6845 2.1825 2.4979
H 5.5690 0.4788 1.2601
H 4.3070 3.0421 1.5287
H 3.4493 1.5645 1.1062
C -0.9937 -0.1092 -0.0801
C 0.3771 -0.8960 -0.0979
C 1.3990 -0.2661 -1.0532
O 2.5923 -0.5576 -0.3737
C 2.3326 -0.7439 0.9693
O 3.1665 -0.8910 1.8227
O 1.0129 -0.8798 1.1971
H -0.8400 0.9389 0.0865
H -1.5523 -0.5036 0.8299
H -1.5398 -0.3029 -0.9908
H 0.2164 -1.9350 -0.4037
H 1.2393 0.7856 -0.9943
H 1.2231 -0.6217 -2.0952
C 0.5988 3.6053 3.5825
C 0.4752 3.0250 2.2530
N 0.5015 2.6397 1.1582
H -0.2205 3.2493 4.2148
H 0.6597 4.6656 3.4265
H 1.5495 3.2448 3.9359
C -0.4416 -2.2028 4.1023
C -0.4608 -0.7641 4.4580
N -0.4087 0.3551 4.7520
H 0.3310 -2.4095 3.3531
H -1.3635 -2.4610 3.6593
H -0.3246 -2.8088 5.0358
C -2.3283 3.6750 -0.7464
C -2.5406 4.5005 0.4156
N -2.5668 5.1927 1.3385
H -1.3562 3.1768 -0.5392
H -2.1906 4.2925 -1.6493
H -3.0927 2.9946 -0.9280
C 3.4760 -0.2684 5.1032
C 3.8352 0.9488 4.3612
N 4.0862 2.0294 4.0786
H 2.7419 -0.8264 4.5730
H 3.1981 -0.0048 6.1388
H 4.3892 -0.8800 5.0908
C -4.0528 -2.6020 -1.8351
C -3.6477 -1.7616 -2.9513
N -3.3515 -1.1710 -3.8888
H -5.0158 -2.2349 -1.4604
H -3.2845 -2.6744 -1.0559
H -4.1542 -3.5553 -2.2756
C -3.3947 1.7541 3.5955
C -3.8316 1.4400 2.2580
N -4.1104 1.4176 1.1475
H -2.6429 1.0396 3.9396
H -4.2688 1.6553 4.2143
H -3.0684 2.7974 3.7304
C 0.0130 -5.3918 -2.9409
C -1.0622 -4.8305 -2.0407
N -1.7933 -4.5664 -1.2114
H -0.3101 -5.3394 -3.9732
H 0.2997 -6.4191 -2.6837
H 0.8401 -4.7247 -2.7336
N 0.1451 2.0495 -2.9908
C -0.9097 2.4413 -3.6805
C -1.1799 3.7863 -3.9730
C -0.1608 4.7123 -3.6762
C 0.9500 4.2683 -3.0389
C 1.0544 2.9614 -2.7268
H -1.5824 1.6099 -3.8072
H -2.0945 4.0252 -4.5406
H -0.2277 5.7788 -3.9404
H 1.6970 4.9844 -2.7665
H 1.9599 2.7111 -2.1682
N 7.6631 -2.7862 2.6711
C 7.3878 -2.1558 1.5249
C 6.2827 -2.3679 0.7601
C 5.2324 -3.0762 1.3548
C 5.5327 -3.8590 2.4869
C 6.7992 -3.6710 3.0783
H 8.1430 -1.4990 1.1475
H 6.1899 -1.9930 -0.2392
H 4.3169 -3.2578 0.8133
H 4.8124 -4.5533 2.9710
H 7.0953 -4.2805 3.9288

Force components x, y, z for each atom (eV/Å):
1.289 -1.748 1.626
-0.417 0.346 1.220
-0.815 -0.216 1.152
1.434 0.671 -2.546
-1.142 0.134 0.073
0.133 -0.889 0.802
0.918 -0.005 -0.262
-0.510 0.076 0.047
-0.440 0.218 -0.766
0.257 1.354 -0.788
-1.201 -0.199 -0.546
0.187 -0.051 0.038
0.263 0.330 -0.019
0.162 -1.339 -0.297
0.657 1.577 -0.768
0.160 -1.290 0.386
-0.551 0.486 0.734
0.674 0.849 0.013
-0.501 -0.645 -0.333
-0.863 -0.518 -0.426
0.088 -0.103 -0.151
-0.418 0.386 0.598
0.412 0.332 0.028
0.065 -0.057 0.221
-0.343 0.553 0.214
0.576 -0.456 -0.255
-1.131 -1.021 2.288
-0.131 0.821 -1.188
0.410 1.159 -0.715
-0.653 -1.020 0.611
0.523 2.147 -2.324
-1.043 -2.396 2.531
1.279 0.746 0.569
0.505 -0.171 -1.102
-0.424 0.139 -0.416
0.398 0.559 -0.131
0.749 -0.126 -0.144
0.130 -0.862 -0.199
-0.491 -0.350 -0.045
0.077 -0.376 0.981
-0.076 -0.297 0.031
-0.472 1.580 0.472
-1.134 1.076 1.981
1.275 -0.985 -2.390
0.071 0.099 0.042
0.322 -0.199 0.489
0.227 0.183 -0.637
-0.262 0.368 -0.048
0.022 -0.251 -0.451
0.054 -0.037 -0.195
0.002 -0.485 -0.544
-0.245 -0.562 0.349
0.911 -2.017 1.968
-2.132 0.786 -1.129
-2.244 -0.116 0.800
1.435 -0.227 1.102
0.145 -1.065 0.002
-0.308 0.603 -0.759
0.500 0.396 -0.970
0.196 0.474 -0.101
0.307 0.437 -1.270
-0.210 -0.051 -0.230
-0.062 -0.050 0.393
0.065 0.986 -0.377
0.947 0.038 0.924
-0.275 -0.832 -0.565
0.153 -0.468 -1.789
-0.136 0.379 1.388
0.248 0.351 -0.002
-0.266 0.591 0.361
0.370 -0.094 0.562
0.831 0.408 1.049
0.361 0.465 0.108
-0.070 -1.167 -0.378
0.078 0.138 0.413
-1.236 -0.216 -0.404
0.089 0.501 -0.867
2.251 1.023 -0.284
-0.066 0.892 0.892
-0.164 -0.490 -0.453
-0.604 -0.065 -0.380
-0.056 -0.099 0.481
-1.319 -1.342 -0.027
1.429 0.210 -0.105
-0.646 -0.152 1.297
0.234 0.410 -0.774
-0.812 -0.300 -0.252
0.018 -0.151 -0.637
-0.266 -0.020 0.306
-0.005 1.109 0.308
0.165 0.083 0.177
0.195 0.212 -0.069
0.226 -0.135 0.056
-0.297 0.222 -0.233
-0.337 -1.351 -0.131
0.055 -0.024 0.773
0.654 1.173 -0.396
-0.382 -0.539 -0.581
-0.069 0.262 -0.008
-0.308 -0.220 0.614
0.074 -0.398 -0.590
-0.918 0.853 0.920
1.905 -1.965 -1.400
-1.015 0.669 0.915
0.101 0.083 -0.137
-0.382 0.356 0.160
0.510 -0.013 -0.401
0.717 -0.594 -0.156
-0.779 0.520 0.786
0.408 -0.372 -0.933
-1.944 0.569 -0.994
0.206 1.484 -0.160
1.526 -0.837 1.397
-0.672 0.178 -0.649
0.584 0.102 0.465
-0.267 -0.597 0.117
0.528 0.038 0.127
-0.283 -0.591 -0.113
0.771 0.702 -0.429
0.912 -0.136 0.015
-1.458 -0.166 0.608
0.724 -1.953 -0.011
-0.126 0.721 0.220
-1.444 -0.890 0.346
0.552 0.356 -0.035
-0.098 0.456 -0.152
-0.208 0.245 0.034
0.521 0.612 -0.614
-0.087 0.076 0.048

---

No. 4
Density functional theory data (ωB97M-V/def2-TZVPD) for C6H9NO as an isolated structure in a non-equilibrium geometry.

net charge = 0
energy relative to the best compared isomer or geometry (same formula, charge and spin) = 155.4 kJ/mol

Positions of all 17 atoms, in Å:
C 1.1333 -0.6401 0.0059
C 0.6122 0.2882 1.0774
C -0.8388 -0.2127 1.2105
C -0.9134 -0.3119 -1.1623
C 0.5310 0.2241 -1.0644
C 0.7665 1.3651 -0.0639
H 1.2092 0.2941 2.0235
H -1.4564 0.6635 1.3757
H -0.9394 -0.8131 2.0481
H -0.9892 -1.9272 0.1478
H -1.5737 0.5258 -1.4432
H -0.8936 -1.0045 -1.9737
H 1.0224 0.2149 -2.0573
H 1.7985 1.7574 -0.1553
H 0.0658 2.1648 -0.0492
N -1.2938 -0.9428 0.0714
O 1.7595 -1.6457 0.0091

Force components x, y, z for each atom (eV/Å):
0.175 0.034 0.085
1.487 -0.379 0.103
0.137 1.864 -0.517
0.528 1.074 -0.076
0.808 -0.305 -1.174
0.291 -0.211 0.514
-0.697 0.384 -0.708
-0.417 0.237 -0.005
-0.095 -1.200 1.725
-0.217 0.934 -0.398
-0.076 -0.322 0.261
-0.370 -0.671 -0.462
-0.209 0.289 0.558
-0.576 -0.185 0.198
-0.660 0.749 -0.018
-0.930 -1.225 -0.087
0.820 -1.068 0.002